# 1
Here is a cluster of 2 separate species, C13H26NO4 in total from the Open Molecules 2025 dataset. Energies are from ωB97M-V/def2-TZVPD.

## Properties
E in a.u.: -866.67849
HOMO in Ha: -0.151
M in g mol⁻¹: 260.35
Relative energy (zero: lowest compared OMol25 entry of this formula, charge and spin) in kJ/mol: 0.0
Multiplicity: 1
Charge: -1

Structure (XYZ):
```
44
C13H26NO4 (ωB97M-V/def2-TZVPD)
C 1.178 -2.017 2.094
C 1.868 -0.997 1.201
O 2.231 0.167 1.927
C 1.586 1.370 1.533
C 0.594 1.873 2.588
C -0.819 2.119 2.043
C -1.361 0.936 1.223
C -2.861 0.717 1.377
C -3.439 -0.373 0.470
N -2.458 -1.438 0.173
C -4.689 -1.081 1.054
O -5.135 -1.990 0.322
O -5.118 -0.691 2.152
H 1.870 -2.398 2.845
H 0.316 -1.576 2.595
H 0.806 -2.851 1.498
H 1.248 -0.784 0.335
H 2.785 -1.458 0.816
H 1.097 1.253 0.567
H 2.372 2.122 1.402
H 0.544 1.168 3.418
H 0.966 2.810 3.016
H -1.489 2.333 2.879
H -0.824 3.022 1.425
H -1.115 1.107 0.169
H -0.841 0.026 1.524
H -3.389 1.652 1.170
H -3.086 0.463 2.414
H -3.771 0.097 -0.467
H -2.968 -2.130 -0.369
H -1.724 -1.086 -0.434
C 1.721 -0.454 -4.312
C 2.667 0.552 -3.660
C 2.093 0.645 -2.252
O 1.529 -0.636 -1.964
C 1.457 -1.414 -3.160
H 2.141 -0.951 -5.185
H 0.795 0.040 -4.612
H 3.682 0.148 -3.629
H 2.699 1.517 -4.165
H 1.300 1.399 -2.195
H 2.845 0.878 -1.497
H 2.220 -2.199 -3.114
H 0.476 -1.888 -3.214
```

# 2
Here is a structure of composition C13H26NO4P2Ti at a distorted geometry from the Open Molecules 2025 dataset. Energies are from ωB97M-V/def2-TZVPD.

## Properties
E in a.u.: -2398.23539
HOMO (alpha / beta) in Ha: -0.508 / -0.511
M in g mol⁻¹: 370.17
Relative energy (zero: lowest compared OMol25 entry of this formula, charge and spin) in kJ/mol: 447.0
Multiplicity: 2
Charge: +2

Structure (XYZ):
```
47
C13H26NO4P2Ti (ωB97M-V/def2-TZVPD)
Ti 0.789 0.063 -0.642
P 0.755 2.176 0.670
C 1.724 3.088 -0.620
C 1.932 2.438 -1.991
N 1.424 1.214 -2.138
C 1.442 0.507 -3.290
C 2.149 1.005 -4.377
C 2.739 2.281 -4.228
C 2.625 3.030 -3.042
C 0.687 -0.812 -3.292
P -0.765 -1.022 -2.079
H 3.058 4.038 -2.918
H 2.224 0.392 -5.311
H 3.276 2.704 -5.074
H 0.176 -0.974 -4.261
H 1.349 -1.692 -3.133
H 1.246 4.002 -0.717
H 2.709 3.298 -0.137
H -3.703 4.035 -1.720
O -3.575 4.938 -1.715
H -2.945 5.104 -2.431
H -2.073 -1.820 3.000
O -2.420 -0.986 2.838
H -3.102 -0.789 3.521
C -2.229 -0.718 -3.127
H -2.190 -1.270 -4.082
H -3.141 -1.023 -2.588
H -2.313 0.355 -3.347
C -0.857 -2.837 -1.837
H -1.625 -3.050 -1.076
H -1.106 -3.377 -2.765
H 0.103 -3.207 -1.446
C 2.027 1.981 1.991
H 1.981 2.793 2.738
H 1.874 1.017 2.505
H 3.023 1.970 1.524
C -0.326 3.448 1.452
H -1.035 2.958 2.144
H 0.246 4.197 2.036
H -0.918 3.978 0.686
C 2.567 -2.567 2.782
O 1.114 -2.298 2.585
C 0.656 -1.913 1.412
O 1.436 -1.250 0.639
H 2.954 -3.269 2.031
H 2.692 -3.029 3.759
H 3.148 -1.640 2.775
```

# 3
Here is a structure of composition C13H27BF4GdO4Si at a distorted geometry from the Open Molecules 2025 dataset. Energies are from ωB97M-V/def2-TZVPD.

## Properties
E in a.u.: -2290.69138
HOMO (alpha / beta) in Ha: -0.679 / -0.677
M in g mol⁻¹: 519.50
Multiplicity: 8
Charge: +3

Structure (XYZ):
```
51
C13H27BF4GdO4Si (ωB97M-V/def2-TZVPD)
C 3.521 -0.275 1.540
C 3.567 -0.437 -0.042
O 4.074 0.693 -0.769
C 3.362 1.913 -0.495
C 1.785 1.831 -0.860
O 1.075 1.912 0.405
Si -0.627 1.853 0.249
O -1.273 0.243 0.260
C -0.482 -0.640 -0.565
C -1.184 -2.016 -0.936
C -0.150 -2.777 -1.975
C -1.401 -3.028 0.305
C -2.289 -2.452 1.494
C -2.114 -4.411 -0.164
B -1.378 2.877 -1.248
C -2.933 2.555 -1.685
O -0.716 3.896 -1.970
C -1.347 2.691 1.856
F -2.326 1.904 2.465
F -1.919 3.925 1.458
C -0.134 3.080 2.846
F -0.652 3.917 3.850
F 0.522 1.963 3.364
H 2.903 -1.160 1.941
H 2.997 0.655 1.910
H 4.554 -0.404 2.010
H 2.560 -0.770 -0.483
H 4.299 -1.296 -0.254
H 3.831 2.723 -1.152
H 3.497 2.299 0.575
H 1.614 0.878 -1.448
H 1.597 2.705 -1.564
H 0.507 -0.811 0.000
H -0.308 -0.088 -1.559
H -2.168 -1.843 -1.478
H 0.844 -2.135 -2.015
H -0.553 -2.850 -3.029
H 0.167 -3.825 -1.574
H -0.356 -3.329 0.719
H -1.781 -1.596 2.031
H -2.390 -3.298 2.259
H -3.362 -2.215 1.181
H -2.119 -4.547 -1.289
H -3.201 -4.348 0.179
H -1.676 -5.311 0.371
H -3.569 2.716 -0.750
H -3.321 3.309 -2.454
H -3.058 1.506 -2.097
H -0.717 3.718 -2.942
H 0.585 3.724 2.238
Gd 1.641 -3.623 -0.711
```

# 4
Here is a cluster of 2 separate species, C13H27BN3O6S in total at a distorted geometry from the Open Molecules 2025 dataset. Energies are from ωB97M-V/def2-TZVPD.

## Properties
E in a.u.: -1550.08355
HOMO in Ha: -0.407
M in g mol⁻¹: 364.25
Multiplicity: 1
Charge: +1

Structure (XYZ):
```
51
C13H27BN3O6S (ωB97M-V/def2-TZVPD)
C -0.985 0.909 1.532
C -0.277 -0.451 1.781
B -0.305 -1.411 0.534
O -0.586 -0.969 -0.748
O -0.094 -2.771 0.741
C 1.203 -3.096 1.038
O 1.520 -3.608 2.086
O 2.029 -2.807 0.023
C 3.231 -2.114 0.446
C 3.498 -0.989 -0.529
C 4.476 0.031 0.086
C 5.604 0.456 -0.891
S 5.570 2.206 -1.328
C 6.183 3.010 0.085
N 7.023 3.927 -0.021
N 7.288 4.372 1.264
C 6.593 3.666 2.024
O 5.840 2.782 1.376
H -0.295 1.674 1.208
H -1.472 1.212 2.443
H -1.734 0.775 0.762
H -0.838 -0.969 2.549
H 0.742 -0.289 2.117
H 0.226 -0.840 -1.247
H 3.073 -1.669 1.419
H 4.055 -2.805 0.488
H 3.879 -1.377 -1.461
H 2.554 -0.490 -0.708
H 4.950 -0.427 0.946
H 3.930 0.922 0.350
H 5.471 -0.073 -1.824
H 6.564 0.152 -0.496
H 6.620 3.772 3.082
C -4.932 -0.284 0.552
C -4.694 0.652 -0.622
C -5.884 0.775 -1.575
O -5.979 -0.388 -2.373
C -6.980 -1.338 -1.983
N -3.563 0.103 -1.445
H -5.028 -1.322 0.233
H -4.104 -0.232 1.262
H -5.839 -0.003 1.082
H -4.387 1.633 -0.259
H -5.706 1.609 -2.261
H -6.805 0.989 -1.034
H -7.835 -0.849 -1.516
H -6.562 -2.080 -1.301
H -7.316 -1.847 -2.882
H -2.779 -0.250 -0.887
H -3.199 0.792 -2.105
H -3.943 -0.667 -2.014
```

# 5
Here is a cluster of 3 separate species, C13H27BNO8Si in total at a distorted geometry from the Open Molecules 2025 dataset. Energies are from ωB97M-V/def2-TZVPD.

## Properties
E in a.u.: -1482.68693
HOMO in Ha: -0.080
M in g mol⁻¹: 364.26
Multiplicity: 1
Charge: -1

Structure (XYZ):
```
51
C13H27BNO8Si (ωB97M-V/def2-TZVPD)
C 4.024 -2.482 -0.236
C 4.617 -1.212 0.383
B 4.635 0.079 -0.602
O 5.791 0.948 -0.337
N 3.660 0.407 -1.494
C 3.382 -0.372 -2.656
C 1.886 -0.786 -2.863
O 1.028 -0.233 -1.865
Si -0.382 -0.947 -1.449
C -1.062 -2.126 -2.739
C -1.608 0.465 -1.194
C -0.257 -1.811 0.196
H 4.035 -3.321 0.464
H 3.009 -2.294 -0.587
H 4.602 -2.794 -1.107
H 5.631 -1.441 0.728
H 4.039 -0.981 1.285
H 5.567 1.550 0.373
H 3.661 0.176 -3.573
H 3.964 -1.306 -2.698
H 1.547 -0.399 -3.828
H 1.815 -1.878 -2.870
H -2.108 -2.325 -2.497
H -1.035 -1.718 -3.749
H -0.530 -3.076 -2.722
H -1.153 1.419 -1.448
H -2.493 0.310 -1.812
H -1.927 0.484 -0.152
H -1.256 -1.980 0.589
H 0.277 -1.142 0.872
H 0.288 -2.753 0.177
C -1.577 4.602 -0.811
C -1.137 4.801 0.627
O -2.370 4.638 1.343
C -3.209 3.890 0.584
O -4.234 3.429 0.970
O -2.709 3.741 -0.660
H -0.825 4.123 -1.432
H -1.904 5.530 -1.283
H -0.437 4.033 0.955
H -0.717 5.783 0.824
C -2.988 -0.490 3.953
C -4.316 -1.210 4.112
O -4.284 -2.145 3.032
C -2.986 -2.367 2.692
O -2.617 -3.194 1.929
O -2.177 -1.492 3.335
H -2.543 -0.181 4.894
H -3.057 0.369 3.284
H -4.380 -1.761 5.052
H -5.180 -0.558 4.015
```

# 6
Here is a structure of composition C13H27Br9O14S4 at a distorted geometry from the Open Molecules 2025 dataset. Energies are from ωB97M-V/def2-TZVPD.

## Properties
E in a.u.: -26323.53631
HOMO in Ha: -0.387
M in g mol⁻¹: 1254.75
Multiplicity: 1
Charge: 0

Structure (XYZ):
```
67
C13H27Br9O14S4 (ωB97M-V/def2-TZVPD)
O 11.703 -14.944 -11.372
S 10.666 -14.751 -12.392
O 10.383 -13.464 -13.060
O 10.815 -15.903 -13.570
C 10.023 -15.864 -14.710
C 10.668 -16.688 -15.870
C 9.165 -15.644 -11.652
H 9.831 -14.837 -15.019
H 9.023 -16.249 -14.508
H 10.540 -17.760 -15.716
H 11.731 -16.521 -16.040
H 10.048 -16.593 -16.762
H 8.714 -16.236 -12.448
H 8.485 -14.923 -11.198
H 9.468 -16.338 -10.868
O 14.075 -15.399 -12.790
S 14.943 -16.155 -13.636
O 16.295 -16.492 -13.263
O 14.183 -17.669 -13.886
C 14.875 -18.786 -14.484
C 14.207 -19.104 -15.856
C 14.952 -15.587 -15.378
H 14.935 -19.566 -13.726
H 15.956 -18.662 -14.558
H 14.892 -19.729 -16.430
H 13.920 -18.174 -16.347
H 13.233 -19.591 -15.823
H 13.884 -15.555 -15.596
H 15.417 -16.464 -15.828
H 15.499 -14.654 -15.514
C 15.140 -23.538 -14.026
Br 13.220 -22.964 -14.228
Br 15.326 -24.987 -12.695
Br 16.283 -22.056 -13.361
H 15.491 -23.863 -15.005
C 6.004 -23.209 -13.324
Br 4.805 -22.625 -11.782
Br 5.874 -21.973 -14.805
Br 5.387 -24.992 -13.859
H 7.067 -23.304 -13.102
C 10.308 -21.225 -14.664
Br 10.482 -22.340 -16.289
Br 9.759 -22.395 -13.149
Br 9.014 -19.779 -14.867
H 11.319 -20.890 -14.431
C 6.464 -21.013 -18.713
C 7.433 -20.205 -17.955
O 6.765 -19.445 -16.955
S 5.137 -19.157 -17.404
O 5.064 -17.975 -18.270
O 4.295 -19.228 -16.236
O 5.153 -20.534 -18.362
H 6.448 -22.051 -18.381
H 6.486 -20.983 -19.802
H 8.195 -19.753 -18.590
H 8.047 -20.919 -17.405
C 11.771 -25.586 -11.947
C 10.709 -26.622 -11.944
O 11.290 -27.782 -11.269
S 12.792 -27.473 -10.530
O 13.792 -27.995 -11.430
O 12.731 -27.782 -9.109
O 12.554 -25.857 -10.732
H 11.411 -24.558 -11.890
H 12.413 -25.661 -12.824
H 10.482 -27.073 -12.910
H 9.800 -26.324 -11.422
```